{
  "formula": "C28H33OSi",
  "method": "ωB97M-V/def2-TZVPD",
  "e_above_lowest_kcal_mol": 44.0,
  "fmax_ev_per_a": 0.96,
  "orbital_gap_ha": 0.205,
  "multiplicity": 1,
  "homo_ev": -10.8,
  "charge": 1,
  "elements": ["C", "Si", "C", "C", "C", "C", "O", "C", "C", "C", "C", "C", "C", "H", "H", "H", "H", "H", "H", "H", "H", "H", "H", "H", "H", "H", "H", "H", "H", "C", "C", "C", "C", "C", "C", "C", "C", "C", "C", "C", "C", "C", "C", "C", "C", "C", "H", "H", "H", "H", "H", "H", "H", "H", "H", "H", "H", "H", "H", "H", "H", "H", "H"],
  "positions_angstrom": [[2.06595, 1.20725, 3.44552], [0.52914, 2.07266, 2.79517], [-0.21037, 3.09540, 4.17370], [0.94503, 3.20235, 1.36656], [-0.65242, 0.73804, 2.06663], [-0.36023, -0.56583, 2.21493], [-1.57473, 1.04660, 1.06753], [-2.40698, 2.16610, 1.14974], [-2.42987, 3.01828, 0.04378], [-2.99346, 4.28217, 0.19859], [-3.61085, 4.63612, 1.40265], [-3.73773, 3.69673, 2.43186], [-3.12986, 2.44533, 2.31374], [2.82405, 1.98353, 3.63636], [1.87284, 0.68619, 4.39590], [2.49338, 0.48429, 2.73554], [0.50931, 3.89428, 4.41504], [-1.15994, 3.56677, 3.88914], [-0.37463, 2.49451, 5.07951], [1.95188, 3.60831, 1.54569], [0.95098, 2.67210, 0.40499], [0.24230, 4.04424, 1.29416], [-0.90348, -1.34951, 1.69321], [0.42651, -0.84646, 2.90896], [-1.92983, 2.70559, -0.87096], [-2.92732, 4.99656, -0.62227], [-4.00888, 5.64582, 1.52821], [-4.27988, 3.94112, 3.34773], [-3.13817, 1.71563, 3.12643], [-1.24437, 1.13199, -6.91130], [-0.76735, 0.77426, -5.54169], [-0.39339, 1.79351, -4.65678], [0.06007, 1.49809, -3.38323], [0.15723, 0.15065, -2.93653], [0.62798, -0.14191, -1.62477], [0.57312, -1.40607, -1.05049], [1.30080, -1.74998, 0.08495], [1.54905, -3.11268, 0.44395], [2.76134, -3.50087, 1.07975], [3.02372, -4.83628, 1.33709], [2.09574, -5.82816, 0.99194], [2.38692, -7.25935, 1.30491], [0.89388, -5.46047, 0.37282], [0.61735, -4.12975, 0.09894], [-0.21272, -0.87729, -3.85570], [-0.67496, -0.56047, -5.12402], [-1.46715, 0.23187, -7.48712], [-2.15292, 1.74303, -6.85744], [-0.49747, 1.71815, -7.46091], [-0.46199, 2.83059, -4.98627], [0.33938, 2.29085, -2.68634], [1.08090, 0.66458, -1.04453], [-0.04125, -2.17355, -1.53360], [1.84944, -0.96444, 0.60787], [3.48862, -2.72473, 1.33039], [3.95917, -5.13467, 1.81400], [1.54446, -7.88831, 1.01176], [3.27668, -7.59295, 0.76070], [2.58287, -7.42138, 2.37152], [0.18050, -6.24019, 0.10077], [-0.31892, -3.83831, -0.38106], [-0.13123, -1.92114, -3.54858], [-0.96823, -1.34879, -5.81899]],
  "forces_ev_per_a": [[0.050, -0.028, 0.018], [-0.572, 0.001, 0.081], [0.034, 0.028, 0.134], [0.239, 0.147, -0.119], [0.192, -0.284, -0.287], [-0.169, 0.504, 0.177], [-0.431, -0.201, -0.127], [0.553, -0.011, 0.439], [0.161, 0.051, 0.534], [-0.129, -0.152, 0.029], [-0.166, -0.043, 0.024], [0.094, 0.041, -0.163], [0.422, 0.078, -0.303], [-0.163, -0.259, -0.001], [0.057, 0.143, -0.285], [-0.075, 0.209, 0.165], [-0.221, -0.187, 0.035], [0.266, -0.111, 0.035], [0.031, 0.179, -0.195], [-0.230, 0.011, -0.168], [0.026, 0.143, 0.152], [0.147, -0.251, -0.012], [-0.050, 0.108, 0.118], [-0.151, -0.065, -0.102], [-0.030, 0.154, 0.187], [-0.105, -0.153, 0.236], [0.056, -0.391, -0.047], [0.186, -0.006, -0.309], [-0.020, 0.256, -0.231], [-0.139, -0.099, -0.280], [0.159, 0.118, 0.227], [0.097, 0.067, 0.344], [0.108, -0.314, 0.197], [-0.323, 0.131, -0.871], [-0.096, -0.414, 0.340], [-0.455, 0.051, 0.222], [0.414, 0.232, -0.796], [-0.160, -0.883, 0.335], [-0.413, 0.330, -0.030], [0.003, 0.251, -0.078], [-0.007, 0.278, 0.170], [-0.035, -0.312, -0.082], [-0.113, 0.254, -0.086], [0.383, 0.142, -0.026], [-0.115, 0.314, 0.242], [0.106, -0.116, 0.243], [-0.009, 0.147, -0.013], [0.130, -0.100, 0.016], [-0.088, -0.119, 0.174], [0.022, -0.244, 0.125], [-0.053, -0.128, -0.258], [-0.039, -0.100, -0.141], [0.552, 0.279, 0.068], [0.001, -0.171, -0.191], [-0.182, -0.283, 0.009], [-0.250, 0.161, -0.139], [0.149, -0.033, 0.053], [-0.103, 0.010, 0.060], [-0.049, 0.149, -0.178], [0.146, 0.274, 0.109], [0.227, -0.267, 0.217], [-0.008, 0.317, -0.240], [0.134, 0.168, 0.243]],
  "nbo_charge": [-1.115, 1.589, -1.120, -1.122, -0.058, -0.489, -0.537, 0.294, -0.259, -0.194, -0.227, -0.191, -0.278, 0.251, 0.249, 0.224, 0.245, 0.253, 0.245, 0.245, 0.219, 0.258, 0.208, 0.212, 0.218, 0.222, 0.226, 0.227, 0.236, -0.650, 0.090, -0.231, -0.122, -0.086, 0.050, -0.318, 0.092, -0.194, -0.109, -0.224, 0.081, -0.648, -0.244, -0.066, -0.138, -0.217, 0.228, 0.244, 0.244, 0.233, 0.223, 0.223, 0.219, 0.231, 0.225, 0.233, 0.227, 0.242, 0.243, 0.231, 0.208, 0.219, 0.231]
}